# C52H136N6O18

A 14-piece molecular cluster, C52H136N6O18 overall in a non-equilibrium geometry (ωB97M-V/def2-TZVPD, the Open Molecules 2025 dataset).

```
212
Properties=species:S:1:pos:R:3:lowdin_charge:R:1
C -4.288 -30.043 2.464 -0.055
O -3.772 -31.348 2.881 -0.214
C -2.567 -31.712 2.300 -0.232
C -1.355 -30.978 2.993 -0.181
N -1.492 -30.984 4.476 -0.064
C -0.970 -32.240 5.032 -0.191
C -1.182 -32.261 6.585 -0.209
O -2.355 -32.991 6.902 -0.224
C -2.122 -34.371 7.207 -0.089
H -5.221 -29.972 3.023 0.079
H -4.515 -30.065 1.398 0.082
H -3.638 -29.291 2.912 0.070
H -2.554 -31.571 1.219 0.111
H -2.363 -32.762 2.509 0.109
H -1.466 -29.953 2.639 0.088
H -0.365 -31.332 2.706 0.113
H -2.492 -30.962 4.615 0.088
H 0.110 -32.244 4.885 0.113
H -1.524 -33.083 4.621 0.110
H -1.380 -31.266 6.985 0.117
H -0.311 -32.612 7.140 0.109
H -1.574 -34.755 6.346 0.082
H -3.029 -34.941 7.409 0.086
H -1.531 -34.335 8.121 0.082
C -6.071 -32.481 0.218 -0.057
O -7.314 -32.392 -0.492 -0.291
C -8.596 -32.445 0.224 -0.141
C -8.757 -33.526 1.353 -0.194
N -8.960 -34.888 0.786 -0.054
C -10.327 -35.081 0.165 -0.189
C -10.707 -36.544 0.144 -0.208
O -10.002 -37.152 -0.948 -0.187
C -10.649 -37.019 -2.195 -0.115
H -5.986 -33.470 0.668 0.090
H -6.125 -31.690 0.966 0.077
H -5.263 -32.375 -0.506 0.089
H -9.417 -32.301 -0.479 0.122
H -8.544 -31.525 0.806 0.101
H -9.552 -33.217 2.032 0.109
H -7.828 -33.498 1.922 0.102
H -8.866 -35.487 1.593 0.090
H -10.333 -34.561 -0.793 0.109
H -11.021 -34.571 0.833 0.108
H -11.794 -36.619 0.152 0.119
H -10.401 -37.030 1.071 0.120
H -11.504 -37.694 -2.203 0.088
H -9.965 -37.353 -2.975 0.087
H -10.859 -35.993 -2.498 0.081
C -2.945 -26.546 0.137 -0.014
O -2.776 -27.113 -1.235 -0.241
C -2.638 -26.204 -2.346 -0.170
C -2.869 -26.874 -3.690 -0.175
N -4.160 -27.578 -3.770 -0.032
C -5.370 -26.815 -3.488 -0.186
C -6.670 -27.586 -3.893 -0.180
O -6.927 -28.732 -3.131 -0.223
C -7.136 -28.615 -1.745 -0.090
H -3.005 -27.402 0.810 0.079
H -3.756 -25.818 0.145 0.086
H -2.041 -26.023 0.448 0.067
H -1.672 -25.703 -2.293 0.110
H -3.448 -25.483 -2.230 0.106
H -2.032 -27.451 -4.082 0.096
H -2.986 -26.181 -4.523 0.114
H -4.140 -28.311 -3.075 0.075
H -5.307 -25.881 -4.046 0.088
H -5.394 -26.461 -2.457 0.080
H -6.715 -27.931 -4.926 0.090
H -7.545 -26.937 -3.854 0.112
H -7.159 -29.581 -1.239 0.083
H -8.078 -28.116 -1.520 0.081
H -6.464 -27.871 -1.317 0.073
C -6.632 -23.898 -1.809 -0.104
O -6.054 -23.939 -3.100 -0.218
C -6.347 -22.703 -3.806 -0.209
C -5.607 -22.592 -5.115 -0.190
N -6.146 -23.663 -5.983 -0.053
C -5.331 -23.656 -7.210 -0.213
C -5.918 -24.559 -8.262 -0.190
O -5.245 -25.861 -8.346 -0.193
C -5.929 -26.890 -7.600 -0.092
H -6.290 -23.050 -1.216 0.089
H -6.311 -24.812 -1.309 0.075
H -7.721 -23.869 -1.853 0.083
H -6.056 -21.829 -3.223 0.112
H -7.430 -22.581 -3.811 0.114
H -4.562 -22.863 -4.965 0.117
H -5.833 -21.653 -5.621 0.127
H -6.006 -24.548 -5.515 0.072
H -4.301 -23.928 -6.979 0.116
H -5.271 -22.656 -7.638 0.115
H -5.852 -24.151 -9.271 0.115
H -6.992 -24.701 -8.138 0.117
H -5.306 -27.773 -7.461 0.071
H -6.839 -27.149 -8.142 0.086
H -6.209 -26.598 -6.588 0.059
C -10.301 -29.019 -4.611 -0.058
C -10.491 -28.586 -6.046 -0.489
C -9.277 -29.009 -6.846 -0.045
O -11.620 -29.259 -6.586 -0.031
H -11.142 -28.916 -3.926 0.077
H -9.394 -28.640 -4.141 0.062
H -10.121 -30.094 -4.610 0.075
H -10.581 -27.500 -6.067 0.124
H -9.280 -28.831 -7.922 0.089
H -9.223 -30.093 -6.744 0.075
H -8.408 -28.599 -6.331 0.058
H -11.798 -28.828 -7.425 0.088
C -7.595 -27.363 1.918 -0.031
C -9.054 -27.258 2.528 -0.499
C -9.954 -26.194 1.908 -0.043
O -9.628 -28.518 2.509 -0.043
H -7.000 -28.247 2.147 0.056
H -7.042 -26.464 2.186 0.072
H -7.731 -27.410 0.838 0.050
H -8.919 -26.964 3.568 0.122
H -9.453 -25.236 1.764 0.077
H -10.694 -25.931 2.664 0.077
H -10.419 -26.529 0.981 0.080
H -9.145 -29.167 3.025 0.091
C -0.396 -22.991 -1.109 -0.026
C 0.518 -23.121 -2.384 -0.410
C 1.581 -24.217 -2.359 -0.048
O -0.302 -23.435 -3.531 -0.099
H -0.696 -23.920 -0.625 0.055
H -1.274 -22.458 -1.473 0.072
H 0.065 -22.413 -0.307 0.074
H 0.973 -22.165 -2.641 0.134
H 2.285 -24.282 -3.188 0.074
H 1.174 -25.198 -2.112 0.082
H 2.242 -23.967 -1.530 0.076
H -0.871 -22.680 -3.700 0.098
C -5.396 -30.687 -8.807 -0.041
C -5.935 -31.473 -7.550 -0.462
C -5.791 -30.494 -6.406 -0.079
O -7.307 -31.767 -7.637 -0.060
H -4.605 -29.980 -8.560 0.061
H -6.197 -30.051 -9.186 0.074
H -5.065 -31.448 -9.514 0.068
H -5.324 -32.355 -7.358 0.128
H -6.404 -29.639 -6.690 0.048
H -4.760 -30.154 -6.314 0.079
H -6.167 -30.753 -5.416 0.066
H -7.749 -31.761 -6.786 0.015
C -4.549 -27.213 4.946 -0.047
C -3.541 -26.121 4.557 -0.442
C -2.249 -26.203 5.322 -0.067
O -3.218 -26.348 3.171 -0.078
H -4.097 -28.205 4.961 0.069
H -5.390 -27.280 4.256 0.060
H -5.014 -27.124 5.928 0.080
H -4.004 -25.141 4.672 0.131
H -1.570 -26.998 5.016 0.072
H -2.393 -26.423 6.380 0.081
H -1.595 -25.331 5.330 0.081
H -2.346 -25.999 2.975 0.049
C -0.843 -29.763 -3.089 -0.045
C -2.173 -30.241 -2.501 -0.500
C -2.154 -31.778 -2.439 -0.049
O -2.246 -29.745 -1.199 -0.063
H -0.781 -28.678 -3.011 0.057
H -0.875 -30.062 -4.137 0.085
H 0.013 -30.163 -2.545 0.085
H -3.057 -29.924 -3.054 0.120
H -1.974 -32.296 -3.381 0.078
H -3.121 -32.126 -2.073 0.058
H -1.390 -32.139 -1.750 0.078
H -2.395 -28.803 -1.308 0.024
C 2.165 -25.565 2.786 -0.057
C 1.034 -26.233 1.982 -0.474
C 1.493 -27.654 1.464 -0.038
O -0.060 -26.455 2.807 -0.064
H 2.504 -26.279 3.537 0.076
H 1.712 -24.721 3.307 0.076
H 3.045 -25.222 2.242 0.078
H 0.773 -25.498 1.220 0.124
H 1.971 -28.340 2.162 0.077
H 2.241 -27.504 0.685 0.072
H 0.675 -28.225 1.025 0.069
H 0.203 -27.164 3.399 0.090
C -0.649 -24.917 -6.651 -0.052
C 0.607 -25.597 -6.080 -0.457
C 1.916 -24.771 -6.164 -0.052
O 0.205 -25.781 -4.749 -0.088
H -1.274 -25.742 -6.993 0.082
H -0.444 -24.221 -7.464 0.074
H -1.151 -24.277 -5.925 0.063
H 0.739 -26.542 -6.607 0.134
H 2.758 -25.321 -5.744 0.074
H 1.827 -23.759 -5.769 0.072
H 2.183 -24.639 -7.213 0.069
H -0.060 -24.899 -4.479 0.008
C -11.622 -26.158 -3.074 -0.041
C -11.238 -24.654 -3.275 -0.457
C -10.283 -24.330 -4.386 -0.068
O -12.451 -24.005 -3.685 -0.063
H -12.069 -26.670 -3.926 0.070
H -12.361 -26.338 -2.293 0.078
H -10.722 -26.750 -2.908 0.055
H -10.864 -24.300 -2.314 0.124
H -9.252 -24.629 -4.199 0.063
H -10.171 -23.271 -4.617 0.075
H -10.652 -24.756 -5.318 0.085
H -12.273 -23.062 -3.702 0.080
C -7.952 -32.400 -3.944 -0.728
O -8.278 -32.244 -5.120 0.010
N -7.613 -33.533 -3.392 0.188
N -7.775 -31.405 -3.120 0.195
H -7.664 -34.354 -3.978 0.122
H -7.381 -33.607 -2.412 0.095
H -8.058 -30.481 -3.413 0.085
H -7.292 -31.601 -2.255 0.074
```

Charge = 0
LUMO energy = 0.16 eV
Highest occupied orbital energy = -8.681 eV
Gap between HOMO and LUMO = 8.8 eV
Largest force on an atom = 3.99 eV/A

=====

# C3H3N3O

One molecule with the formula C3H3N3O in a non-equilibrium geometry (ωB97M-V/def2-TZVPD, the Open Molecules 2025 dataset).

```
10
Properties=species:S:1:pos:R:3:lowdin_charge:R:1
O -1.547 0.374 1.849 0.090
C -0.799 0.197 0.773 -0.460
N -1.194 0.318 -0.488 0.167
C -0.187 0.067 -1.330 -0.095
C 1.094 -0.273 -0.903 -0.126
N 1.394 -0.367 0.387 0.042
N 0.434 -0.127 1.216 0.044
H -0.777 0.168 2.458 0.128
H -0.392 0.137 -2.394 0.111
H 1.915 -0.479 -1.572 0.099
```

Charge = 0
LUMO energy = -0.27 eV
SMILES string = Oc1nccnn1
Relative energy (zero: lowest compared OMol25 entry of this formula, charge and spin) = 146.1 kJ/mol
Highest occupied orbital energy = -9.900 eV
Gap between HOMO and LUMO = 9.6 eV
Largest force on an atom = 1.57 eV/A